{
  "formula": "C3H4O",
  "method": "ωB97M-V/def2-TZVPD",
  "s_squared": 2.01,
  "spin_multiplicity": 3,
  "energy_ha": -191.70002,
  "e_above_lowest_kcal_mol": 57.2,
  "homo_ev": [-6.2, -10.3],
  "orbital_gap_ev": [7.06, 9.02],
  "symbols": ["C", "C", "C", "O", "H", "H", "H", "H"],
  "xyz": [[0.567, 1.024, 0.933], [-0.021, -0.115, 0.751], [-0.537, -0.884, -1.382], [-1.565, -1.383, -1.693], [0.622, 1.389, 1.883], [1.185, 1.513, 0.150], [-0.534, -0.797, 1.333], [0.282, -0.746, -1.975]]
}


{
  "formula": "C42H72BFIN2O27S6",
  "method": "ωB97M-V/def2-TZVPD",
  "energy_ha": -6595.60402,
  "e_above_lowest_kcal_mol": 102.3,
  "homo_ev": -10.7,
  "charge": 1,
  "orbital_gap_ev": 8.95,
  "symbols": ["C", "C", "C", "C", "N", "C", "C", "C", "C", "C", "C", "O", "C", "C", "O", "C", "C", "C", "C", "C", "C", "C", "C", "C", "C", "C", "C", "F", "B", "O", "N", "C", "C", "C", "C", "C", "C", "I", "H", "H", "H", "H", "H", "H", "H", "H", "H", "H", "H", "H", "H", "H", "H", "H", "H", "H", "H", "H", "H", "H", "H", "H", "H", "H", "H", "H", "H", "H", "H", "H", "H", "H", "H", "H", "H", "H", "H", "H", "H", "H", "H", "H", "H", "H", "H", "H", "C", "C", "O", "S", "O", "O", "O", "H", "H", "H", "H", "C", "C", "O", "S", "O", "O", "O", "H", "H", "H", "H", "C", "C", "O", "S", "O", "O", "O", "H", "H", "H", "H", "C", "C", "O", "S", "O", "O", "O", "H", "H", "H", "H", "C", "C", "O", "S", "O", "O", "O", "H", "H", "H", "H", "C", "C", "O", "S", "O", "O", "O", "H", "H", "H", "H"],
  "xyz": [[-1.406, 2.812, -2.617], [-0.552, 2.115, -2.060], [0.560, 1.077, -1.669], [0.617, 0.985, -0.093], [-0.475, 0.082, 0.362], [-0.788, 0.239, 1.838], [-2.273, -0.140, 2.194], [-3.352, 0.875, 1.652], [-3.460, 2.223, 2.492], [-2.943, 3.429, 1.580], [-4.217, 4.274, 1.164], [-3.858, 5.309, 0.224], [-3.916, 4.879, -1.084], [-3.476, 5.956, -2.159], [-4.238, 3.773, -1.456], [-0.364, -1.338, -0.087], [0.639, -2.246, 0.713], [2.133, -1.827, 0.819], [3.209, -2.159, -0.133], [4.619, -1.748, 0.041], [5.056, -0.992, 1.230], [4.008, -0.668, 2.212], [2.593, -1.070, 2.024], [-0.339, -1.482, -1.698], [0.079, -2.948, -2.125], [-0.054, -3.361, -3.621], [-1.267, -4.358, -3.953], [-0.099, -2.332, -4.596], [-1.935, -1.412, -2.116], [-2.796, -2.544, -1.933], [-2.596, -0.192, -2.624], [-3.937, -0.061, -1.959], [-2.859, -0.243, -4.097], [0.441, -0.300, -2.445], [1.885, -0.643, -2.986], [2.403, 0.358, -4.128], [3.874, -0.192, -4.518], [1.235, 0.358, -5.938], [-1.857, 3.554, -3.313], [1.518, 1.610, -1.952], [0.332, 2.019, 0.274], [1.626, 0.785, 0.342], [-1.334, 0.491, -0.067], [-0.693, 1.348, 2.055], [-0.053, -0.267, 2.503], [-2.341, -0.104, 3.325], [-2.570, -1.184, 1.906], [-3.240, 1.068, 0.538], [-4.349, 0.354, 1.751], [-4.552, 2.394, 2.735], [-2.860, 2.122, 3.436], [-2.369, 3.037, 0.695], [-2.224, 4.038, 2.208], [-4.537, 4.812, 2.108], [-5.091, 3.643, 0.858], [-3.715, 6.957, -1.685], [-2.355, 5.952, -2.292], [-4.033, 5.840, -3.120], [-1.373, -1.778, 0.193], [0.256, -2.274, 1.784], [0.612, -3.338, 0.429], [2.990, -2.754, -1.049], [5.395, -2.001, -0.730], [6.136, -0.722, 1.354], [4.308, -0.093, 3.129], [1.918, -0.778, 2.863], [-0.536, -3.670, -1.508], [1.141, -3.111, -1.798], [0.864, -3.978, -3.873], [-2.016, -3.909, -4.651], [-0.852, -5.285, -4.455], [-1.683, -4.703, -2.973], [-2.712, -2.914, -1.032], [-4.217, 1.035, -1.873], [-4.754, -0.603, -2.517], [-3.933, -0.494, -0.916], [-2.078, 0.402, -4.608], [-2.882, -1.280, -4.529], [-3.855, 0.248, -4.297], [-0.169, -0.070, -3.373], [2.016, -1.663, -3.422], [2.601, -0.437, -2.128], [2.568, 1.398, -3.750], [4.187, -0.943, -3.736], [4.600, 0.661, -4.514], [3.812, -0.695, -5.526], [1.014, 5.785, -0.676], [1.493, 6.466, -1.943], [2.887, 6.707, -1.724], [3.488, 5.526, -0.801], [4.107, 4.563, -1.646], [4.157, 6.114, 0.309], [2.082, 4.918, -0.288], [0.857, 6.510, 0.126], [0.104, 5.206, -0.834], [0.966, 7.397, -2.139], [1.397, 5.805, -2.809], [-8.808, -0.439, 1.420], [-8.878, -1.775, 2.135], [-7.623, -2.404, 1.859], [-6.480, -1.273, 1.731], [-5.801, -1.175, 2.981], [-5.794, -1.463, 0.498], [-7.457, 0.004, 1.589], [-8.998, -0.552, 0.350], [-9.503, 0.289, 1.836], [-9.703, -2.392, 1.784], [-8.959, -1.641, 3.217], [6.860, 5.836, 2.210], [6.982, 7.344, 2.306], [6.698, 7.647, 3.676], [7.208, 6.430, 4.605], [8.489, 6.767, 5.122], [6.124, 6.010, 5.434], [7.409, 5.338, 3.433], [5.815, 5.525, 2.155], [7.403, 5.431, 1.357], [6.288, 7.860, 1.644], [8.002, 7.674, 2.090], [-0.450, -6.204, 2.493], [-1.314, -5.570, 3.565], [-2.063, -4.558, 2.880], [-2.347, -5.046, 1.369], [-3.650, -5.603, 1.311], [-1.910, -4.015, 0.477], [-1.278, -6.250, 1.325], [0.422, -5.584, 2.269], [-0.120, -7.205, 2.766], [-0.725, -5.135, 4.371], [-2.022, -6.290, 3.983], [-3.207, -9.097, -4.792], [-2.728, -8.383, -6.042], [-1.336, -8.149, -5.820], [-0.732, -9.355, -4.927], [-0.118, -10.294, -5.800], [-0.062, -8.790, -3.805], [-2.139, -9.975, -4.430], [-3.365, -8.394, -3.970], [-4.122, -9.663, -4.965], [-3.253, -7.444, -6.212], [-2.828, -9.019, -6.925], [6.641, 3.297, 7.121], [7.818, 2.787, 6.310], [8.132, 1.514, 6.881], [6.773, 0.828, 7.426], [6.301, -0.083, 6.435], [6.973, 0.450, 8.781], [5.836, 2.143, 7.385], [6.971, 3.709, 8.078], [6.066, 4.049, 6.582], [8.676, 3.455, 6.358], [7.537, 2.629, 5.265]]
}